DFT (the ωB97M-V functional and the def2-TZVPD basis) results for a structure of composition C22H28B2Ba2Br14O16 at a distorted geometry.

Calculated values
- orbital gap (eV) = 8.5
- energy above the lowest of the compared OMol25 structures with the same formula, charge and spin (kcal per mole) = 0.0
- multiplicity = 1
- charge = +2
- total energy (eV) = -1039366.96264

Each line ends with the Mulliken charge.
CARTESIAN COORDINATES (ANGSTROEM)
Ba (0.0742, 4.9098, 3.4244)  1.94
Ba (-2.1234, -4.6919, -0.0752)  1.92
O (-0.4972, -2.5858, -0.3193)  -0.11
C (0.0658, -1.5361, -0.3148)  -0.94
O (-0.1448, -0.5536, 0.5125)  0.41
B (0.7554, 0.5758, 0.1573)  1.53
O (1.5402, 0.1046, -0.9692)  -0.35
C (1.1341, -1.0937, -1.3313)  -0.01
O (1.4764, -1.7298, -2.2572)  -0.21
O (1.5851, 0.9604, 1.3305)  -0.83
C (1.1800, 2.0876, 1.7666)  0.26
O (1.5116, 2.6778, 2.7620)  -0.86
C (0.0335, 2.5797, 0.8672)  0.37
O (-0.0337, 1.8063, -0.1583)  -0.13
O (-0.6211, 3.5501, 1.1064)  -1.01
O (-1.0386, 2.4858, 4.1972)  -0.54
C (-1.8068, 1.5652, 4.0577)  0.06
O (-1.5802, 0.5555, 3.2588)  0.94
B (-2.7471, -0.3438, 3.2631)  0.42
O (-3.7101, 0.2630, 4.1419)  -0.58
C (-3.1927, 1.3479, 4.7016)  0.20
O (-3.6523, 2.0365, 5.5316)  -0.53
O (-3.2520, -0.4582, 1.8581)  -0.47
C (-3.0818, -1.6674, 1.4364)  0.88
O (-3.3346, -2.1283, 0.3485)  -0.64
C (-2.5515, -2.5041, 2.6037)  0.45
O (-2.3310, -1.7385, 3.6241)  -0.26
O (-2.2606, -3.6712, 2.4727)  -0.72
Br (-4.2047, 2.2351, -0.1796)  -0.17
C (-3.2973, 1.0153, -1.3876)  0.05
C (-4.3008, 0.0108, -1.9141)  -0.59
Br (-3.3247, -1.2794, -3.0014)  -0.17
H (-2.4814, 0.5831, -0.8238)  -0.69
H (-2.9019, 1.5943, -2.2165)  0.63
H (-4.9538, 0.5188, -2.6161)  0.52
H (-4.8650, -0.5172, -1.1605)  0.36
Br (2.4466, 2.9074, -0.2364)  0.04
C (1.7191, 3.5369, -1.9692)  -0.64
C (1.3446, 2.3558, -2.7858)  0.20
Br (0.2792, 2.9889, -4.2842)  -0.10
H (2.5653, 4.0722, -2.3701)  0.50
H (0.8710, 4.1609, -1.7285)  0.46
H (0.7588, 1.5978, -2.2818)  -0.33
H (2.2355, 1.8839, -3.1933)  0.28
Br (4.9969, -4.5596, -2.8706)  -0.09
C (3.1882, -4.5606, -2.1379)  0.18
C (3.2556, -5.2592, -0.8107)  -0.38
Br (1.4434, -5.6252, -0.1704)  -0.20
H (2.5795, -5.0634, -2.8795)  0.28
H (2.8879, -3.5229, -2.0306)  -0.43
H (3.7104, -4.6025, -0.0800)  0.18
H (3.7837, -6.2017, -0.8732)  0.52
Br (-1.4578, 7.9226, 2.1387)  -0.22
C (-3.2436, 7.4198, 1.5993)  -0.54
C (-3.4012, 5.9715, 1.2150)  -0.58
Br (-3.0387, 4.7387, 2.6745)  -0.14
H (-3.4842, 8.0040, 0.7098)  0.44
H (-3.9467, 7.7093, 2.3735)  0.38
H (-2.7638, 5.6685, 0.3886)  0.36
H (-4.4318, 5.8049, 0.9047)  0.46
Br (5.0288, 1.1770, -2.6856)  -0.14
C (4.3373, -0.3604, -1.7335)  0.38
C (4.5825, -0.2065, -0.2762)  -0.14
Br (3.8491, -1.7833, 0.6043)  -0.10
H (4.8298, -1.2516, -2.1111)  0.39
H (3.2797, -0.3785, -1.9670)  -0.58
H (3.9976, 0.5993, 0.1499)  -0.21
H (5.6304, -0.0829, -0.0317)  0.68
Br (1.7784, -3.6787, -6.5968)  -0.07
C (0.7552, -3.2481, -5.0272)  -0.36
C (-0.3238, -4.2915, -4.9379)  -0.66
Br (-1.3078, -4.0612, -3.2610)  -0.28
H (0.3305, -2.2571, -5.1461)  0.45
H (1.4099, -3.2431, -4.1651)  -0.11
H (0.0624, -5.3000, -5.0186)  0.46
H (-1.0681, -4.1266, -5.7095)  0.47
Br (1.3034, -3.1276, 2.3996)  -0.10
C (1.2748, -2.2148, 4.1287)  -0.67
C (1.0662, -0.7519, 3.8656)  0.57
Br (1.0470, 0.1932, 5.5679)  -0.15
H (2.2433, -2.4021, 4.5743)  0.54
H (0.4733, -2.6336, 4.7265)  0.44
H (0.1516, -0.5632, 3.3204)  -0.72
H (1.9035, -0.3192, 3.3312)  0.18

Forces on the atoms, in the same order (eV/Å):
Ba -0.2 -1.0 -0.2
Ba 0.5 1.1 0.2
O -0.9 -1.5 0.1
C 0.5 1.0 -0.2
O -0.1 0.3 0.2
B 0.1 -0.1 0.2
O -0.3 0.4 0.3
C -0.9 -0.1 1.2
O 0.6 -0.7 -1.4
O 0.0 -2.0 0.2
C -1.8 0.4 0.5
O 0.5 0.7 0.8
C 0.9 -0.6 0.4
O -1.4 -1.5 -0.2
O -0.7 1.6 0.4
O -0.2 0.9 0.1
C 0.2 -0.3 -0.4
O 0.0 0.1 -0.2
B -0.1 0.2 -0.3
O -0.1 -0.5 0.0
C 0.7 -0.2 -0.4
O -0.7 0.8 0.9
O 0.1 0.0 -0.1
C -0.6 0.1 0.6
O 0.1 -0.5 -0.4
C 0.9 0.2 -0.3
O -0.4 0.1 -0.1
O -0.2 -0.7 -0.1
Br 0.0 0.2 0.0
C -0.2 -0.1 -0.1
C 0.3 0.5 -0.4
Br 0.0 -0.1 0.2
H 0.0 -0.2 0.1
H 0.1 0.1 0.1
H -0.3 -0.1 0.1
H 0.1 -0.1 0.1
Br 2.4 2.2 -1.8
C 0.3 -0.1 0.7
C 0.1 -0.6 -0.8
Br 0.0 0.0 0.0
H -0.1 0.3 -0.3
H 0.0 0.2 0.1
H 0.0 0.5 -0.1
H -0.1 0.0 -0.1
Br -0.1 0.1 0.1
C 0.3 0.1 -0.3
C 0.2 0.3 -0.4
Br -0.3 -0.2 0.2
H -0.1 -0.1 0.1
H -0.1 -0.1 0.0
H 0.0 -0.1 0.2
H -0.2 -0.2 0.1
Br 0.2 -0.1 0.1
C -0.7 -0.2 -0.4
C 0.1 0.1 -0.3
Br -0.5 0.1 0.2
H 0.2 0.1 0.1
H 0.2 0.0 0.3
H 0.2 0.0 0.1
H 0.0 -0.1 0.2
Br 0.2 0.2 -0.1
C -0.1 -0.2 -0.5
C -0.2 0.2 0.3
Br 0.2 0.0 0.1
H 0.1 0.1 -0.2
H 0.5 -0.1 -0.1
H 0.1 0.2 0.0
H 0.1 -0.2 0.1
Br 0.2 0.1 -0.2
C -0.1 0.1 0.3
C 0.1 0.1 -0.6
Br -0.1 -0.1 0.1
H 0.0 0.1 -0.1
H 0.1 -0.1 0.0
H -0.1 -0.1 0.4
H -0.1 -0.1 0.0
Br -0.3 -0.3 0.3
C 0.1 0.2 0.0
C 0.5 0.0 0.0
Br -0.2 -0.1 0.0
H 0.0 -0.1 0.1
H 0.0 -0.2 -0.1
H 0.1 0.1 0.2
H 0.0 -0.1 -0.1